This record from the OMol25 dataset describes a 11-piece molecular cluster, C34H96N6O11 overall at a distorted geometry. The level of theory is the ωB97M-V functional and the def2-TZVPD basis.

## Properties
- highest occupied orbital energy (eV) = -8.9805
- structure (SMILES) = COC[C@H](C)N.COC[C@H](C)N.COC[C@H](C)N.COC[C@H](C)N.COC[C@H](C)N.COC[C@H](C)N.CCO.CCO.CCO.CCO.CCO
- frontier orbital gap (Eh) = 0.346
- E (hartree) = -2508.9332
- multiplicity = 1
- LUMO level (Ha) = 0.0155
- molecular weight (u) = 765.17

Each line ends with the Löwdin charge.
Element x y z (Å)
C1 10.625 8.532 15.310  -0.1135
O1 10.054 9.552 14.548  -0.2240
C2 8.610 9.425 14.529  -0.1597
C3 8.048 10.486 13.576  -0.4495
C4 8.703 10.419 12.199  -0.0622
N1 8.031 11.753 14.205  0.0538
H1 10.251 8.566 16.319  0.0894
H2 11.691 8.616 15.268  0.0577
H3 10.309 7.557 14.886  0.0977
H4 8.340 8.388 14.312  0.1209
H5 8.144 9.647 15.502  0.1263
H6 7.006 10.343 13.291  0.1371
H7 9.785 10.452 12.147  0.0408
H8 8.292 11.219 11.630  0.0682
H9 8.362 9.496 11.732  0.0789
H10 8.997 12.074 14.336  0.0517
H11 7.468 12.417 13.684  0.0844
C5 18.629 15.769 15.421  -0.0677
O2 18.573 14.538 16.178  -0.2236
C6 19.581 14.474 17.122  -0.2239
C7 19.373 13.110 17.876  -0.4496
C8 18.103 13.142 18.613  -0.0853
N2 20.460 12.841 18.831  0.0445
H12 18.534 16.627 16.126  0.0979
H13 17.777 15.742 14.746  0.0685
H14 19.579 15.736 14.873  0.0870
H15 20.577 14.558 16.697  0.1125
H16 19.454 15.410 17.769  0.1418
H17 19.419 12.277 17.159  0.0991
H18 18.111 13.967 19.352  0.0932
H19 17.983 12.210 19.232  0.0851
H20 17.144 13.203 18.036  0.0945
H21 21.301 12.504 18.364  0.0602
H22 20.151 12.236 19.565  0.0569
C9 17.405 7.074 14.851  -0.1550
O3 16.580 8.019 15.469  -0.1842
C10 15.228 7.541 15.464  -0.2078
C11 14.346 8.199 16.508  -0.4006
C12 14.472 9.762 16.565  -0.0326
N3 14.721 7.553 17.794  0.0285
H23 17.477 6.118 15.417  0.0984
H24 18.400 7.526 14.622  0.0855
H25 17.041 6.704 13.862  0.0928
H26 14.762 7.787 14.522  0.1178
H27 15.197 6.503 15.601  0.1036
H28 13.372 7.809 16.215  0.1116
H29 13.650 10.121 17.233  0.0910
H30 14.339 10.209 15.559  0.0361
H31 15.446 10.056 16.971  0.0776
H32 14.071 7.779 18.544  0.0657
H33 15.642 7.943 18.055  0.0793
C13 18.083 9.507 12.515  -0.1231
O4 17.667 10.797 12.156  -0.2098
C14 18.582 11.242 11.159  -0.1886
C15 18.500 12.756 10.830  -0.3973
C16 18.962 13.609 11.998  -0.0595
N4 17.128 13.068 10.344  0.0332
H34 17.336 8.967 13.060  0.0506
H35 19.034 9.592 13.075  0.0997
H36 18.305 8.822 11.619  0.1193
H37 19.542 11.102 11.595  0.1032
H38 18.506 10.659 10.189  0.1467
H39 19.155 12.948 9.989  0.1274
H40 19.980 13.508 12.253  0.0588
H41 18.337 13.258 12.829  0.0704
H42 18.781 14.727 11.843  0.1013
H43 16.961 14.115 10.373  0.0847
H44 16.391 12.748 11.010  0.0591
C17 14.811 10.169 11.225  -0.0974
O5 14.785 11.282 10.388  -0.1978
C18 13.737 11.232 9.399  -0.1626
C19 14.100 12.201 8.276  -0.4218
C20 15.120 11.603 7.301  -0.0558
N5 14.445 13.455 8.927  0.0556
H45 15.068 9.318 10.593  0.1098
H46 13.875 10.065 11.732  0.0604
H47 15.534 10.293 11.955  0.0444
H48 13.488 10.286 8.997  0.1136
H49 12.893 11.561 9.928  0.0877
H50 13.200 12.371 7.659  0.1396
H51 16.100 11.490 7.839  0.0901
H52 15.332 12.245 6.483  0.0519
H53 14.770 10.691 6.781  0.0858
H54 15.297 13.166 9.414  0.0250
H55 14.707 14.157 8.205  0.1131
C21 15.840 12.401 14.265  -0.0728
O6 14.552 12.659 14.808  -0.1859
C22 13.580 12.026 14.010  -0.1994
C23 12.226 12.764 14.079  -0.4303
C24 11.644 12.964 15.457  -0.0207
N6 11.291 12.123 13.204  0.0711
H56 16.133 11.363 14.479  0.0911
H57 16.606 13.030 14.687  0.0800
H58 15.718 12.572 13.175  0.0827
H59 13.985 11.965 13.026  0.0803
H60 13.320 10.944 14.269  0.1272
H61 12.309 13.764 13.562  0.1100
H62 11.265 11.930 15.749  0.1014
H63 10.719 13.534 15.434  0.0717
H64 12.300 13.336 16.187  0.0640
H65 11.743 11.938 12.331  0.0659
H66 10.999 11.255 13.636  0.0401
C25 10.885 15.409 9.613  -0.0752
C26 11.143 14.029 10.220  -0.3480
O7 12.337 14.060 10.893  -0.1099
H67 9.844 15.647 9.317  0.0830
H68 11.534 15.683 8.761  0.0746
H69 11.092 16.185 10.328  0.0469
H70 11.160 13.221 9.409  0.1266
H71 10.275 13.760 10.826  0.0912
H72 13.085 13.629 10.464  0.0382
C27 11.275 7.788 10.584  -0.0611
C28 12.338 7.616 11.696  -0.2694
O8 13.199 6.497 11.341  -0.0765
H73 11.795 7.884 9.685  0.0453
H74 10.676 8.688 10.731  0.0545
H75 10.545 6.990 10.620  0.0761
H76 11.750 7.407 12.578  0.0992
H77 12.765 8.540 11.795  0.0359
H78 13.938 6.808 10.786  0.0811
C29 15.222 16.291 12.047  -0.0616
C30 14.351 15.644 13.120  -0.3091
O9 15.112 15.409 14.277  -0.0462
H79 15.664 17.206 12.377  0.0611
H80 14.548 16.424 11.167  0.0879
H81 16.078 15.705 11.714  0.0434
H82 13.968 14.697 12.686  0.0895
H83 13.453 16.195 13.253  0.0940
H84 14.698 14.760 14.789  0.0288
C31 9.853 16.971 12.908  -0.0863
C32 10.385 15.543 13.097  -0.3392
O10 9.292 14.654 12.984  -0.1032
H85 10.669 17.665 12.818  0.0549
H86 9.336 17.455 13.790  0.0849
H87 9.135 17.061 12.072  0.0789
H88 10.848 15.487 14.078  0.1003
H89 11.136 15.385 12.320  0.0668
H90 9.679 13.740 13.091  0.0505
C33 19.830 9.627 17.094  -0.0585
C34 21.236 10.238 16.870  -0.2850
O11 22.010 9.484 15.908  -0.0769
H91 19.239 9.681 16.223  0.0551
H92 19.317 10.289 17.789  0.0602
H93 19.934 8.664 17.456  0.0544
H94 21.724 10.353 17.813  0.0883
H95 21.096 11.248 16.452  0.0984
H96 21.712 8.575 15.910  0.0646